# 1
{
  "formula": "C10H11F3N2O6",
  "method": "the ωB97M-V functional and the def2-TZVPD basis",
  "orbital_gap_ev": 3.56,
  "total_energy_ha": -1247.5887,
  "homo_energy_ev": -7.184,
  "species": ["O", "C", "O", "C", "C", "C", "N", "C", "C", "O", "C", "C", "F", "F", "F", "C", "C", "H", "H", "H", "H", "H", "H", "H", "H", "H", "H", "H", "N", "O", "O", "O"],
  "positions_angstrom": [[1.08654, 5.49312, 2.73314], [1.25099, 4.21782, 3.15697], [1.91265, 3.94851, 4.46709], [0.65538, 2.99729, 2.22119], [0.80004, 2.91088, 0.57214], [0.12268, 1.63242, -0.23789], [-0.62811, 0.57482, 0.54076], [-1.20984, -0.60183, -0.25915], [-0.03336, -1.78789, -0.17808], [0.38812, -2.19126, -1.52857], [1.12534, -1.10715, -2.22169], [1.82750, -1.84034, -3.55088], [2.06094, -0.85965, -4.63591], [0.81527, -2.87453, -3.98524], [3.05408, -2.53586, -3.07296], [-0.83480, 0.52950, 2.03863], [-0.18100, 1.75106, 2.94826], [2.48187, 3.11380, 4.34111], [1.36203, 3.75000, -0.03138], [0.19976, 1.48903, -1.41786], [-1.41040, -0.23482, -1.35399], [-2.23992, -0.98390, 0.19216], [-0.39290, -2.69526, 0.47171], [0.92232, -1.34659, 0.38117], [1.90022, -0.54403, -1.54928], [0.32868, -0.37077, -2.66177], [-1.43066, -0.37936, 2.50007], [-0.30614, 1.73603, 4.11227], [-3.40685, -3.44776, -0.99802], [-2.95205, -2.97706, 0.05778], [-2.78561, -3.29789, -2.06318], [-4.48279, -4.06832, -0.98859]]
}

---

# 2
{
  "formula": "C5H9Cl",
  "method": "the ωB97M-V functional and the def2-TZVPD basis",
  "orbital_gap_ev": 9.39,
  "relative_energy_kcal_mol": 200.43,
  "total_energy_ha": -655.7784,
  "homo_energy_ev": -9.482,
  "species": ["C", "C", "C", "C", "C", "H", "H", "H", "H", "H", "H", "H", "H", "H", "Cl"],
  "positions_angstrom": [[1.69450, -1.44820, 0.51099], [1.34024, -0.40652, -0.74926], [0.53124, 0.56468, -0.10816], [1.06055, 1.78045, -0.05954], [-0.65232, 0.45151, 0.67310], [1.39987, -0.60638, 1.79474], [3.30543, -1.61656, 0.43574], [0.74384, -2.63660, 0.03379], [0.94867, -1.21178, -1.54020], [2.30741, 0.24311, -1.02652], [1.84964, 2.20967, -0.65405], [0.46904, 2.70239, 0.33810], [-1.19744, 1.25666, 1.21320], [-0.39608, -0.13172, 1.43628], [-1.95738, -0.34472, -0.21375]]
}

---

# 3
{
  "formula": "C25H72F3O15S13",
  "method": "the ωB97M-V functional and the def2-TZVPD basis",
  "orbital_gap_ev": 7.97,
  "relative_energy_kcal_mol": 0.00,
  "total_energy_ha": -7599.9963,
  "homo_energy_ev": -6.169,
  "charge": -1,
  "species": ["C", "F", "F", "F", "S", "O", "O", "O", "C", "S", "O", "C", "H", "H", "H", "H", "H", "H", "C", "S", "O", "C", "H", "H", "H", "H", "H", "H", "C", "S", "O", "C", "H", "H", "H", "H", "H", "H", "C", "S", "O", "C", "H", "H", "H", "H", "H", "H", "C", "S", "O", "C", "H", "H", "H", "H", "H", "H", "C", "S", "O", "C", "H", "H", "H", "H", "H", "H", "C", "S", "O", "C", "H", "H", "H", "H", "H", "H", "C", "S", "O", "C", "H", "H", "H", "H", "H", "H", "C", "S", "O", "C", "H", "H", "H", "H", "H", "H", "C", "S", "O", "C", "H", "H", "H", "H", "H", "H", "C", "S", "O", "C", "H", "H", "H", "H", "H", "H", "C", "S", "O", "C", "H", "H", "H", "H", "H", "H"],
  "positions_angstrom": [[-3.52518, 27.60325, 8.57900], [-2.18224, 27.65800, 8.68639], [-3.70929, 28.52980, 7.68568], [-3.85229, 26.48958, 8.08389], [-4.36797, 27.88176, 10.20212], [-3.78354, 29.11604, 10.68178], [-5.74933, 27.99611, 9.83015], [-3.94931, 26.71350, 10.90710], [1.08693, 26.94060, 14.05586], [0.13953, 25.63013, 13.31417], [-0.85276, 25.21515, 14.41456], [-0.75830, 26.68293, 12.15471], [0.46999, 27.77584, 14.39218], [1.80322, 27.28719, 13.31144], [1.59306, 26.59336, 15.00542], [-1.30986, 27.52465, 12.66055], [-1.45003, 26.10512, 11.51467], [-0.00607, 27.11609, 11.46209], [-3.12863, 24.21694, 12.40605], [-3.51471, 23.92822, 10.71324], [-2.34071, 23.20027, 10.03207], [-4.64805, 22.63525, 10.90128], [-3.47920, 25.11182, 12.86916], [-2.06420, 24.15890, 12.49223], [-3.40729, 23.30515, 13.00955], [-5.43909, 22.71874, 11.71870], [-4.13731, 21.72664, 11.12832], [-5.22853, 22.45917, 10.01411], [-8.09675, 30.80314, 9.02460], [-9.10356, 30.26443, 10.44417], [-10.51046, 30.76185, 10.17915], [-9.09921, 28.54550, 10.07370], [-7.78572, 31.82507, 9.11445], [-8.62747, 30.60926, 8.07049], [-7.23397, 30.21545, 9.12849], [-9.69184, 28.01714, 10.84418], [-8.07963, 28.19629, 10.26674], [-9.54761, 28.44018, 9.08763], [0.46146, 25.81422, 8.54898], [-0.84090, 24.99974, 7.68172], [-0.78502, 25.57959, 6.26297], [-0.19734, 23.38026, 7.55833], [1.42479, 25.48870, 8.10667], [0.32119, 25.39112, 9.60443], [0.26618, 26.90207, 8.39112], [-0.88276, 22.74485, 7.05081], [-0.01536, 22.96318, 8.51707], [0.75072, 23.39877, 7.09319], [-6.63410, 27.37527, 13.08622], [-6.94371, 25.68498, 12.63227], [-6.03295, 24.87604, 13.61348], [-8.60266, 25.42458, 13.24406], [-7.08753, 27.62644, 14.04734], [-6.99513, 28.16115, 12.44737], [-5.58911, 27.52597, 13.15553], [-8.80745, 24.34389, 13.09572], [-9.28813, 26.04566, 12.69981], [-8.68655, 25.64529, 14.24919], [-2.61298, 28.00913, 2.75396], [-3.80168, 28.34533, 4.09223], [-5.08079, 28.19501, 3.27248], [-3.62941, 26.65087, 4.69338], [-2.45117, 27.02865, 2.33192], [-1.61617, 28.25892, 2.95276], [-2.85470, 28.63570, 1.95199], [-2.66507, 26.58631, 5.20578], [-3.67896, 26.07804, 3.79811], [-4.50245, 26.53968, 5.34215], [-5.70016, 31.72405, 11.53877], [-6.33051, 31.64854, 13.18171], [-7.56678, 30.74229, 13.17719], [-5.05536, 30.65830, 13.80156], [-4.75648, 32.30956, 11.42014], [-6.45399, 32.02892, 10.92075], [-5.62284, 30.70528, 11.20981], [-4.16111, 31.22837, 13.89310], [-4.82434, 29.81644, 13.16161], [-5.34739, 30.20865, 14.72830], [-3.76345, 23.72205, 6.79908], [-3.85064, 22.56586, 5.38715], [-2.49893, 21.94865, 5.36289], [-4.91804, 21.29583, 6.07498], [-3.47948, 24.74488, 6.38806], [-3.07425, 23.31171, 7.54112], [-4.75774, 23.81302, 7.26665], [-4.92527, 20.28796, 5.62738], [-5.95804, 21.61924, 6.02526], [-4.75306, 21.35237, 7.13802], [-6.53772, 29.05421, 6.50394], [-7.71389, 27.93356, 5.84597], [-8.93260, 27.87579, 6.82209], [-8.14393, 28.84868, 4.38233], [-6.46940, 28.68505, 7.50159], [-6.91729, 30.06109, 6.32341], [-5.58465, 29.03043, 5.85273], [-7.24894, 28.94389, 3.83247], [-8.57588, 29.82975, 4.62593], [-8.89986, 28.33238, 3.76269], [-8.94845, 24.75228, 7.39339], [-8.32231, 25.57593, 8.85709], [-8.86866, 24.79932, 10.07003], [-6.66377, 25.01438, 8.79026], [-9.99500, 24.57599, 7.38933], [-8.30060, 23.93932, 7.04904], [-8.78597, 25.49718, 6.65140], [-6.12259, 25.52294, 7.97966], [-6.63115, 23.95901, 8.83834], [-6.09237, 25.44300, 9.62879], [-2.02636, 31.74272, 11.79394], [-0.48904, 31.16623, 12.42623], [-1.00041, 30.50360, 13.70823], [-0.19226, 29.83443, 11.31045], [-2.69357, 30.91248, 11.74629], [-1.81061, 32.12182, 10.78473], [-2.55228, 32.54580, 12.30156], [-0.99630, 29.19759, 11.12025], [0.66324, 29.21419, 11.66502], [0.16549, 30.36303, 10.43334], [-4.74886, 32.92604, 7.04431], [-3.54300, 31.66205, 6.95932], [-2.21645, 32.35847, 6.77219], [-3.65279, 31.14314, 8.66430], [-4.60460, 33.59331, 7.87412], [-5.78708, 32.55427, 6.98511], [-4.52813, 33.36554, 6.11038], [-2.75418, 30.60471, 9.00510], [-4.67394, 30.64075, 8.87066], [-3.76387, 32.06301, 9.20870]]
}